Entry 1:
{
  "formula": "C4H7ClF2",
  "method": "ωB97M-V/def2-TZVPD",
  "de_lowest_kj_mol": 4.3,
  "total_charge": 0,
  "energy_ev": -22218.693,
  "lumo_energy_ev": 0.99,
  "orbital_gap_ev": 11.9226,
  "spin_multiplicity": 1,
  "homo_energy_ev": -10.94,
  "species": ["H", "H", "F", "H", "C", "F", "Cl", "C", "H", "H", "H", "C", "H", "C"],
  "xyz": [[-1.811, -0.411, -2.020], [1.689, 0.228, 2.233], [2.277, -0.840, 0.666], [0.128, -1.164, -0.781], [-1.468, 0.054, -1.117], [-2.178, -0.463, -0.024], [0.190, -1.519, 1.968], [-0.003, -0.079, -0.869], [-1.805, 1.104, -1.253], [-0.414, 0.946, 0.896], [0.574, 0.337, -1.731], [1.262, -0.282, 1.399], [1.093, 1.466, 0.174], [0.466, 0.623, 0.461]],
  "atomic_forces_ev_per_a": [[0.00, -0.84, -0.40], [0.27, 0.33, 0.59], [0.39, -0.23, 0.11], [0.57, 0.18, -0.19], [-0.89, 1.78, 0.28], [0.11, 0.01, -0.39], [-0.31, -0.99, 0.67], [0.93, -0.22, 0.28], [0.30, -0.30, 0.43], [-1.52, 0.92, 1.45], [-0.48, -0.62, 0.58], [-0.75, 0.65, -1.67], [0.00, 0.16, 0.23], [1.40, -0.83, -1.97]],
  "mulliken_charge": [0.343, 0.322, -0.259, 0.274, -0.480, -0.278, -0.148, -0.391, 0.280, 0.451, 0.305, 0.064, 0.344, -0.827]
}

=====

Entry 2:
{
  "formula": "C4H7ClF2N2",
  "method": "ωB97M-V/def2-TZVPD",
  "de_lowest_kj_mol": 0.0,
  "total_charge": 0,
  "energy_ev": -25196.742,
  "lumo_energy_ev": 0.87,
  "orbital_gap_ev": 9.5861,
  "spin_multiplicity": 1,
  "homo_energy_ev": -8.72,
  "species": ["H", "N", "C", "H", "C", "H", "C", "H", "N", "F", "H", "F", "H", "C", "H", "Cl"],
  "xyz": [[1.542, -2.279, -1.323], [1.028, -1.130, 0.213], [0.334, -0.021, -0.233], [0.302, 0.082, -1.311], [-1.600, -0.249, 0.158], [0.992, -1.276, 1.216], [0.590, 1.206, 0.538], [0.866, 1.048, 1.571], [1.001, -2.359, -0.467], [-1.994, -1.462, -0.293], [0.595, 3.300, 0.663], [-1.773, -0.254, 1.491], [0.160, 2.600, -0.972], [0.441, 2.428, 0.052], [0.055, -2.659, -0.702], [-2.538, 1.025, -0.603]],
  "atomic_forces_ev_per_a": [[-0.05, -0.01, 0.21], [0.51, -0.44, 0.45], [-3.49, -0.18, 0.77], [0.07, 0.01, -0.09], [3.07, 0.13, -0.80], [0.12, 0.07, -0.25], [0.16, 0.11, -0.17], [0.05, 0.06, 0.17], [-0.21, -0.08, -0.33], [-0.12, 0.08, 0.03], [0.02, 0.12, 0.15], [-0.08, 0.07, -0.13], [-0.06, -0.01, -0.26], [0.15, -0.04, 0.12], [0.11, 0.20, 0.05], [-0.24, -0.09, 0.08]],
  "mulliken_charge": [0.249, -0.106, -0.135, 0.378, 0.551, 0.299, -0.164, 0.217, -0.672, -0.249, 0.247, -0.235, 0.262, -0.755, 0.271, -0.160]
}

=====

Entry 3:
{
  "formula": "C4H7ClN",
  "method": "ωB97M-V/def2-TZVPD",
  "de_lowest_kj_mol": 348.8,
  "total_charge": 1,
  "energy_ev": -18263.412,
  "lumo_energy_ev": -3.39,
  "orbital_gap_ev": 11.2166,
  "spin_multiplicity": 1,
  "homo_energy_ev": -14.60,
  "species": ["H", "H", "H", "H", "H", "Cl", "N", "H", "C", "C", "C", "C", "H"],
  "xyz": [[-0.627, -1.442, 0.287], [1.231, 0.281, -1.176], [1.128, -1.613, -1.154], [1.454, -0.809, 1.129], [0.266, -0.088, 2.354], [-2.459, 2.885, -0.559], [-0.259, -0.571, 0.130], [1.071, 0.901, 1.211], [0.665, -0.119, 1.284], [-1.683, 1.497, -0.208], [0.524, -0.644, -1.157], [-1.217, 0.407, -0.044], [-0.094, -0.683, -2.097]],
  "atomic_forces_ev_per_a": [[-1.34, -2.82, 0.95], [-1.35, -1.75, -0.05], [-0.60, 1.40, 0.22], [1.07, -0.59, 0.72], [-0.23, -0.89, -1.81], [0.10, -0.14, 0.17], [1.59, 4.06, -0.34], [-0.55, -0.32, -1.10], [0.13, 0.03, 1.33], [-0.47, 0.07, -0.32], [2.51, -0.24, -1.27], [-0.99, 0.90, 0.08], [0.14, 0.28, 1.42]],
  "mulliken_charge": [0.301, 0.343, 0.363, 0.408, 0.326, -0.096, 0.085, 0.348, -0.770, 0.640, -0.776, -0.525, 0.354]
}

=====

Entry 4:
{
  "formula": "C4H7ClN2",
  "method": "ωB97M-V/def2-TZVPD",
  "de_lowest_kj_mol": 374.0,
  "total_charge": 0,
  "energy_ev": -19760.857,
  "lumo_energy_ev": 0.65,
  "orbital_gap_ev": 9.4436,
  "spin_multiplicity": 1,
  "homo_energy_ev": -8.79,
  "species": ["H", "N", "H", "H", "C", "H", "Cl", "H", "H", "N", "C", "C", "H", "C"],
  "xyz": [[1.102, -1.145, -1.816], [-0.035, 0.225, -0.576], [-1.483, -0.795, 0.483], [-0.521, -1.807, -1.140], [-1.154, 0.266, 0.291], [0.920, -1.772, -0.189], [2.201, 0.114, 1.442], [-2.022, 0.439, -0.414], [0.341, 2.010, 2.389], [-1.100, 1.116, 1.386], [1.123, 1.173, 0.590], [0.388, -1.071, -0.945], [1.680, 1.876, -0.149], [0.076, 1.615, 1.502]],
  "atomic_forces_ev_per_a": [[-1.08, 0.58, 0.60], [3.53, 2.76, 1.94], [0.54, 0.71, 1.28], [1.42, 1.87, -0.11], [-3.28, -2.69, -2.89], [-0.55, 1.53, -0.21], [0.57, -0.17, 0.06], [0.36, 0.91, 0.88], [0.75, 2.07, 2.81], [0.93, 0.86, 0.72], [-0.64, -1.15, -4.43], [0.45, -4.04, -0.28], [-1.08, -1.22, 1.63], [-1.95, -2.01, -2.00]],
  "mulliken_charge": [0.294, -0.245, 0.329, 0.297, -0.410, 0.300, -0.151, 0.286, 0.490, -0.412, 0.150, -0.867, 0.299, -0.359]
}

=====

Entry 5:
{
  "formula": "C4H7ClN2S",
  "method": "ωB97M-V/def2-TZVPD",
  "de_lowest_kj_mol": 0.0,
  "total_charge": 0,
  "energy_ev": -30599.288,
  "lumo_energy_ev": 0.63,
  "orbital_gap_ev": 9.8769,
  "spin_multiplicity": 1,
  "homo_energy_ev": -9.25,
  "species": ["C", "H", "N", "H", "H", "Cl", "H", "H", "N", "H", "C", "S", "H", "C", "C"],
  "xyz": [[-0.467, 0.050, 1.173], [0.440, 1.847, 0.446], [0.783, -0.746, -0.593], [-0.449, 0.476, 2.161], [1.616, -0.368, 1.293], [-1.748, 2.137, -0.262], [1.508, -1.261, -1.128], [0.598, -1.816, 1.257], [0.241, 0.873, -2.287], [-1.885, -1.344, -0.110], [-0.323, 1.171, 0.103], [-2.052, -0.874, 1.121], [0.728, 0.209, -2.918], [0.745, -0.791, 0.865], [0.265, 0.436, -1.121]],
  "atomic_forces_ev_per_a": [[-0.94, 0.69, -0.55], [0.35, 0.42, 0.18], [0.78, -0.50, -0.96], [0.08, 0.12, 0.41], [1.09, 0.50, 0.60], [0.05, -0.04, 0.08], [-0.87, 0.64, 0.72], [0.24, 0.49, -0.36], [0.47, -0.22, -1.61], [0.01, -0.13, -0.34], [-0.23, -0.85, -0.37], [0.43, 0.26, 0.24], [-0.37, 0.55, 0.24], [-0.89, -1.36, -0.47], [-0.21, -0.57, 2.18]],
  "mulliken_charge": [-0.241, 0.352, -0.249, 0.360, 0.327, -0.160, 0.262, 0.309, -0.611, 0.129, 0.026, -0.166, 0.241, -0.667, 0.087]
}

=====

Entry 6:
{
  "formula": "C4H7ClN4",
  "method": "ωB97M-V/def2-TZVPD",
  "total_charge": 0,
  "energy_ev": -22737.341,
  "lumo_energy_ev": [0.67, -3.15],
  "orbital_gap_ev": [7.6949, 7.5284],
  "spin_multiplicity": 3,
  "homo_energy_ev": [-7.02, -10.68],
  "species": ["N", "C", "C", "H", "C", "H", "N", "N", "C", "H", "Cl", "N", "H", "H", "H", "H"],
  "xyz": [[2.652, -0.414, 0.106], [-1.777, 1.808, 0.361], [0.661, 0.281, -0.256], [-1.547, 1.597, 1.403], [-1.514, 0.626, -0.498], [-1.173, 2.646, 0.027], [1.444, 1.326, -0.263], [1.384, -0.829, -0.024], [1.022, -2.208, 0.092], [-1.519, 0.752, -1.570], [-2.277, -0.840, -0.004], [2.663, 0.850, -0.039], [1.698, -2.803, -0.523], [-2.835, 2.079, 0.294], [-0.004, -2.344, -0.238], [1.122, -2.529, 1.131]],
  "atomic_forces_ev_per_a": [[0.61, -1.07, 0.22], [0.21, -0.30, -0.13], [3.56, -0.75, 0.47], [0.04, 0.02, 0.16], [-4.25, 0.90, -0.22], [0.08, 0.14, -0.02], [-1.99, 0.08, -0.29], [-0.16, 1.28, -0.24], [0.10, -0.69, 0.18], [0.38, -0.18, -0.20], [0.42, 0.13, -0.09], [1.14, 0.19, 0.15], [-0.10, 0.05, 0.02], [-0.07, 0.14, 0.10], [0.08, 0.05, 0.01], [-0.07, 0.01, -0.11]],
  "mulliken_spin": [0.015, 0.002, 0.892, 0.011, 0.806, 0.006, -0.038, 0.030, 0.004, -0.002, 0.153, 0.071, -0.002, 0.061, -0.008, 0.000]
}

=====

Entry 7:
{
  "formula": "C4H7ClN5",
  "method": "ωB97M-V/def2-TZVPD",
  "de_lowest_kj_mol": 0.0,
  "total_charge": 1,
  "energy_ev": -24224.342,
  "lumo_energy_ev": -4.81,
  "orbital_gap_ev": 8.5494,
  "spin_multiplicity": 1,
  "homo_energy_ev": -13.36,
  "species": ["N", "H", "C", "H", "H", "H", "C", "H", "Cl", "N", "N", "H", "H", "C", "C", "N", "N"],
  "xyz": [[-0.892, 2.269, -0.146], [1.784, 1.238, 0.173], [-2.466, -0.117, 0.404], [-0.493, 3.239, -0.097], [1.288, -1.022, 1.304], [-1.471, -0.321, -1.579], [-0.298, 1.114, -0.245], [-2.248, -0.349, 1.533], [-3.751, -1.211, -0.046], [-2.885, 1.251, 0.139], [-0.187, -1.303, -0.151], [1.778, -1.056, -0.552], [0.022, -2.075, -0.842], [1.139, -0.696, 0.235], [-1.094, -0.206, -0.561], [-2.372, 2.305, -0.039], [0.925, 0.739, 0.093]],
  "atomic_forces_ev_per_a": [[1.25, 1.43, -0.32], [0.04, 1.31, 0.23], [3.21, 0.09, -0.46], [-0.21, -1.67, 0.09], [0.76, 0.73, -1.20], [0.16, 0.53, -0.05], [0.50, -1.92, 0.54], [-0.16, 1.03, -2.11], [0.21, 0.00, -0.22], [-3.09, -0.35, 1.52], [0.56, 0.46, -0.78], [1.28, 0.03, 0.54], [-1.00, 1.56, 0.82], [-2.56, -1.55, -0.08], [-1.17, -1.15, 2.43], [0.28, -0.02, -0.70], [-0.05, -0.52, -0.24]],
  "mulliken_charge": [0.002, 0.217, 0.011, 0.264, 0.305, 0.428, 0.308, 0.299, -0.090, -0.018, -0.431, 0.383, 0.334, -0.482, -0.143, -0.289, -0.099]
}

=====

Entry 8:
{
  "formula": "C4H7ClNO4S",
  "method": "ωB97M-V/def2-TZVPD",
  "de_lowest_kj_mol": 80.5,
  "total_charge": -1,
  "energy_ev": -37295.364,
  "lumo_energy_ev": [3.43, 0.35],
  "orbital_gap_ev": [4.5500, 5.8643],
  "spin_multiplicity": 3,
  "homo_energy_ev": [-1.12, -5.51],
  "species": ["O", "C", "H", "H", "H", "O", "S", "H", "N", "Cl", "C", "C", "H", "H", "O", "C", "O", "H"],
  "xyz": [[2.301, -0.364, -1.092], [0.753, 1.907, -0.497], [-0.951, -1.163, -0.115], [-1.818, -1.898, 1.686], [0.917, 1.706, 0.547], [-0.554, 0.813, 2.226], [1.030, -0.399, -1.878], [0.219, 2.925, -0.502], [-0.743, -0.229, 0.211], [-1.398, 1.151, -2.036], [-0.077, 0.769, -0.985], [-0.977, -1.609, 2.115], [-0.244, -2.373, 1.732], [1.657, 1.924, -1.080], [1.211, 0.214, -3.170], [-0.710, -0.195, 1.582], [0.320, -1.676, -1.938], [-0.935, -1.502, 3.193]],
  "atomic_forces_ev_per_a": [[-2.09, -0.44, -0.49], [-1.62, 1.75, 0.73], [0.00, 0.35, -0.78], [-4.61, -1.60, -1.14], [0.70, -0.04, 0.38], [0.44, 6.78, 4.04], [2.28, -0.76, 0.36], [0.59, -1.56, -0.34], [0.56, 2.66, -3.10], [-0.74, 0.47, -0.32], [-0.58, -2.95, 1.87], [4.70, 2.12, 1.40], [0.08, 0.75, 0.54], [0.38, 0.25, 0.04], [-0.16, 0.47, -0.63], [0.42, -7.97, -3.29], [0.12, 0.41, 0.57], [-0.46, -0.69, 0.16]],
  "mulliken_spin": [0.001, -0.006, -0.020, 0.031, 0.002, 0.787, 0.012, 0.000, 0.339, 0.000, 0.068, 0.054, 0.045, 0.000, 0.019, 0.668, 0.004, -0.004]
}

=====

Entry 9:
{
  "formula": "C4H7ClO",
  "method": "ωB97M-V/def2-TZVPD",
  "de_lowest_kj_mol": 158.7,
  "total_charge": 0,
  "energy_ev": -18829.884,
  "lumo_energy_ev": 0.88,
  "orbital_gap_ev": 10.7219,
  "spin_multiplicity": 1,
  "homo_energy_ev": -9.84,
  "species": ["H", "H", "Cl", "H", "H", "H", "C", "C", "O", "C", "C", "H", "H"],
  "xyz": [[-1.107, -1.840, 0.985], [0.760, 3.150, 0.782], [-0.197, -0.438, -1.475], [0.965, -2.181, 0.028], [1.450, 1.014, 0.525], [-1.727, 0.434, 0.296], [-0.589, 0.160, 0.179], [-0.048, 2.510, 0.520], [0.955, -1.598, 0.877], [-0.320, -1.042, 1.059], [0.410, 1.246, 0.369], [-0.318, -0.573, 2.151], [-1.028, 2.975, 0.537]],
  "atomic_forces_ev_per_a": [[0.44, 0.90, 0.03], [0.32, 1.11, 0.03], [-0.73, -0.14, -1.06], [-0.20, 1.73, 2.18], [0.08, -0.23, -0.24], [2.38, -0.13, -0.54], [-0.88, -0.81, -0.34], [1.83, -1.11, 0.36], [0.33, -1.57, -1.81], [-0.36, 0.29, 2.66], [-2.98, 1.99, 0.97], [-0.11, -1.29, -1.93], [-0.13, -0.74, -0.30]],
  "mulliken_charge": [0.320, 0.245, -0.257, 0.342, 0.345, 0.317, 0.587, -0.835, -0.507, -0.716, -0.404, 0.270, 0.293]
}

=====

Entry 10:
{
  "formula": "C4H7ClS",
  "method": "ωB97M-V/def2-TZVPD",
  "de_lowest_kj_mol": 355.8,
  "total_charge": 0,
  "energy_ev": -27615.022,
  "lumo_energy_ev": [-0.38, -1.78],
  "orbital_gap_ev": [8.8462, 6.9899],
  "spin_multiplicity": 1,
  "homo_energy_ev": [-9.23, -8.77],
  "species": ["C", "H", "H", "C", "H", "H", "Cl", "H", "H", "C", "S", "C", "H"],
  "xyz": [[-2.168, 0.702, -0.343], [-2.809, -0.047, -0.805], [-2.581, 1.688, -0.545], [-2.117, 0.470, 1.150], [-1.172, 0.640, -0.777], [3.004, -1.829, -1.464], [0.596, 0.529, 1.570], [3.910, -0.847, -0.288], [2.272, -1.423, 0.104], [-1.021, 0.392, 1.844], [2.230, 0.431, -1.407], [2.925, -1.070, -0.690], [-3.066, 0.363, 1.651]],
  "atomic_forces_ev_per_a": [[0.10, -0.07, 0.28], [-0.02, 0.01, -0.11], [-0.07, 0.07, -0.11], [-0.14, 0.06, -0.73], [0.00, 0.01, -0.08], [-0.09, -0.14, -0.01], [0.74, 0.08, -0.25], [-0.01, -0.17, 0.09], [-0.10, -0.08, -0.01], [-0.45, -0.08, 0.71], [-0.13, -0.17, 0.13], [0.31, 0.54, -0.17], [-0.13, -0.05, 0.25]],
  "mulliken_charge": [-0.735, 0.256, 0.255, -0.215, 0.185, 0.283, -0.073, 0.272, 0.230, 0.011, -0.119, -0.676, 0.326]
}